The molecule C11H19BO3 at a distorted geometry. Source: the OMol25 dataset; level of theory: wB97M-V/def2-TZVPD.

Last column: Mulliken charge in e.
Positions of all 34 atoms, in Å:
B  1.301  0.872  -0.252  0.56
C  2.930  1.106  -0.143  -0.42
C  3.719  0.080  -0.341  -0.48
C  3.212  -1.235  -0.762  -0.07
C  1.956  -1.637  -0.582  -1.23
C  0.908  -0.705  -0.010  1.30
C  -0.445  2.250  -2.788  -1.28
C  0.461  0.858  2.806  -1.32
C  -2.302  -2.663  -0.195  -1.21
C  -0.599  1.940  -1.212  0.10
C  -0.207  -0.242  2.018  -0.10
C  -0.813  -2.464  -0.694  -0.32
O  0.697  1.991  -0.635  -0.64
O  0.690  -1.083  1.296  -0.41
O  -0.547  -1.083  -0.791  -0.39
H  3.430  1.992  0.288  0.36
H  4.842  0.280  -0.426  0.23
H  3.969  -1.998  -1.198  0.27
H  1.566  -2.600  -0.797  0.42
H  -1.448  2.130  -3.307  0.33
H  0.049  3.168  -3.056  0.37
H  0.218  1.555  -3.257  0.35
H  1.445  0.724  3.006  0.35
H  0.471  1.889  2.210  0.20
H  -0.072  0.926  3.675  0.47
H  -2.459  -3.701  -0.215  0.44
H  -2.382  -2.149  0.794  0.21
H  -3.050  -2.124  -0.811  0.28
H  -1.150  0.913  -1.189  0.04
H  -1.159  2.771  -0.794  0.37
H  -1.025  0.175  1.333  0.15
H  -0.700  -0.893  2.700  0.49
H  -0.682  -3.051  -1.767  0.21
H  -0.173  -2.984  -0.022  0.39

Computed properties:
HOMO-LUMO gap (eV): 9.20
ΔE to the lowest compared entry with this formula, charge and spin (kcal per mole): 113.11
SMILES string: CCOB1C=CC=CC1(OCC)OCC

---

A structure of composition C26H29BCdF6N10O9S3. Source: the OMol25 dataset; level of theory: wB97M-V/def2-TZVPD.

Last column: Mulliken charge in e.
Positions of all 85 atoms, in Å:
Cd  0.253  0.441  0.301  5.78
C  2.664  -2.327  1.522  -0.55
C  1.723  -2.712  0.430  0.28
C  1.644  -3.924  -0.283  -1.66
C  0.591  -3.761  -1.159  0.94
C  0.039  -4.734  -2.149  -1.44
N  0.087  -2.526  -0.971  0.34
N  0.786  -1.885  -0.002  0.09
B  -1.146  -1.888  -1.643  -2.46
N  -2.214  -1.578  -0.572  0.85
N  -1.932  -0.737  0.451  0.36
C  -3.055  -0.554  1.116  0.91
C  -3.257  0.242  2.377  -1.75
C  -4.095  -1.295  0.528  -2.12
C  -3.517  -1.928  -0.548  1.02
C  -4.152  -2.844  -1.542  -1.29
N  -0.740  -0.615  -2.429  1.52
N  0.376  0.091  -2.098  -0.88
C  0.583  0.976  -3.065  0.34
C  1.781  1.867  -3.055  -0.87
C  -0.427  0.864  -4.035  -1.45
C  -1.249  -0.150  -3.588  1.05
C  -2.529  -0.646  -4.172  -1.52
H  2.685  -3.092  2.300  0.31
H  3.679  -2.201  1.138  -0.02
H  2.355  -1.391  1.983  -0.23
H  2.259  -4.801  -0.163  0.45
H  0.635  -5.647  -2.127  0.36
H  -0.996  -4.994  -1.923  0.21
H  0.060  -4.331  -3.163  0.25
H  -1.610  -2.687  -2.412  -0.18
H  -1.227  0.707  2.763  -0.43
H  -4.143  0.866  2.263  0.50
H  -3.479  -0.487  3.162  0.38
H  -5.126  -1.352  0.840  0.46
H  -5.164  -3.080  -1.214  0.37
H  -4.212  -2.389  -2.532  0.15
H  -3.596  -3.777  -1.642  0.20
H  2.321  1.746  -2.120  -0.15
H  2.441  1.609  -3.889  0.40
H  1.506  2.918  -3.146  0.22
H  -0.561  1.468  -4.917  0.42
H  -2.625  -0.299  -5.200  0.44
H  -2.579  -1.736  -4.162  0.29
H  -3.379  -0.259  -3.604  0.19
O  -2.248  5.016  -3.210  -0.73
C  -1.782  4.319  -2.327  0.38
C  -0.346  4.305  -1.881  0.09
O  0.541  5.048  -2.295  -0.78
C  -0.243  3.228  -0.906  1.24
C  -1.541  2.719  -0.600  -1.14
O  -1.697  1.835  0.290  0.52
C  -2.527  3.278  -1.531  -0.17
O  -3.697  2.956  -1.680  -0.80
O  0.793  2.732  -0.369  -0.75
F  0.805  -2.916  4.402  -0.26
C  -0.118  -1.955  4.237  0.72
F  -0.965  -2.042  5.298  -0.32
F  -0.830  -2.259  3.147  -0.17
S  0.631  -0.179  4.188  0.31
O  0.494  0.073  2.707  -1.03
O  2.020  -0.454  4.582  -0.62
N  -2.178  1.080  2.888  0.56
S  -2.188  2.678  2.773  0.92
O  -0.863  3.182  2.609  -0.74
O  -3.350  3.189  2.133  -0.62
C  -2.519  3.085  4.546  0.45
F  -2.604  4.415  4.709  -0.23
F  -3.682  2.551  4.955  -0.26
F  -1.555  2.637  5.354  -0.23
C  6.348  -0.808  -0.132  -1.05
C  5.986  0.641  -0.450  -0.47
C  4.713  1.057  0.224  0.28
N  3.594  0.459  0.041  -1.04
N  2.565  0.980  0.765  0.78
C  2.907  2.012  1.489  0.00
N  2.068  2.724  2.259  -0.16
S  4.601  2.382  1.346  -0.30
H  7.247  -1.114  -0.671  0.38
H  5.528  -1.466  -0.418  0.22
H  6.524  -0.938  0.937  0.31
H  5.854  0.765  -1.527  0.24
H  6.791  1.315  -0.152  0.34
H  1.082  2.694  2.014  -0.18
H  2.387  3.607  2.610  0.24

Computed properties:
HOMO-LUMO gap (eV): 5.28
ΔE to the lowest compared entry with this formula, charge and spin (kcal per mole): 20.02
Charge: -2

---

A cluster of 5 separate species, C34H78O6P2S in total at a distorted geometry. Source: the OMol25 dataset; level of theory: wB97M-V/def2-TZVPD.

Last column: Mulliken charge in e.
Positions of all 121 atoms, in Å:
C  -5.075  0.586  -6.344  -1.02
C  -5.086  1.357  -4.859  -0.06
O  -3.715  1.242  -4.340  -0.27
P  -3.596  1.818  -2.685  0.70
O  -3.696  0.494  -1.771  -0.72
C  -1.855  2.579  -2.496  0.10
C  -1.719  3.741  -1.349  -0.45
C  -2.238  3.318  0.145  -0.60
P  -1.765  1.558  0.710  0.08
C  -1.750  1.677  2.654  -0.26
C  -2.871  0.714  3.364  -0.01
O  -2.798  -0.631  3.382  -0.48
S  0.208  0.981  0.105  0.98
C  1.194  0.154  1.517  -0.68
O  0.021  -0.170  -0.960  -0.63
O  1.045  2.106  -0.559  -0.71
O  -4.912  2.843  -2.184  -0.37
C  -4.922  4.133  -2.891  -0.15
C  -5.261  5.374  -1.848  -0.97
H  -5.897  1.047  -7.040  0.31
H  -5.127  -0.579  -6.254  0.29
H  -4.018  0.826  -6.843  0.25
H  -5.921  0.915  -4.170  0.32
H  -5.279  2.504  -5.128  0.11
H  -1.093  1.697  -2.403  -0.38
H  -1.609  3.110  -3.536  0.44
H  -2.406  4.647  -1.708  0.24
H  -0.623  4.199  -1.275  0.31
H  -1.742  4.098  0.901  0.45
H  -3.407  3.515  0.235  0.17
H  -1.996  2.803  2.946  0.36
H  -0.692  1.447  3.113  0.18
H  -3.772  1.259  3.920  0.29
H  0.506  -0.686  2.012  0.39
H  2.133  -0.443  1.092  0.08
H  1.463  0.896  2.380  0.18
H  -3.984  4.321  -3.565  0.32
H  -5.853  4.091  -3.637  0.26
H  -6.320  5.834  -2.079  0.31
H  -4.446  6.192  -2.034  0.27
H  -5.294  4.965  -0.740  0.23
C  3.158  0.547  -2.718  -1.02
C  2.318  1.690  -3.264  -0.22
C  1.265  1.240  -4.279  -0.31
C  1.821  0.599  -5.557  -0.97
C  2.790  1.471  -6.359  -0.46
C  2.160  2.752  -6.881  -1.19
H  3.741  0.061  -3.507  0.24
H  3.864  0.921  -1.969  0.44
H  2.526  -0.209  -2.239  0.24
H  2.973  2.452  -3.701  0.50
H  1.804  2.174  -2.424  0.05
H  0.642  2.102  -4.543  0.23
H  0.593  0.520  -3.797  0.22
H  0.974  0.327  -6.201  0.43
H  2.320  -0.343  -5.305  0.33
H  3.152  0.888  -7.215  0.42
H  3.673  1.713  -5.759  0.24
H  1.299  2.532  -7.520  0.28
H  2.886  3.313  -7.476  0.39
H  1.828  3.400  -6.066  0.26
C  3.664  -3.050  -1.115  -1.46
C  4.735  -2.029  -0.769  1.12
C  5.944  -2.075  -1.706  -0.71
C  6.729  -3.392  -1.698  -0.92
C  7.276  -3.820  -0.335  -0.34
C  8.277  -2.838  0.252  -1.18
H  4.037  -4.075  -1.019  0.46
H  2.809  -2.945  -0.439  0.37
H  3.304  -2.908  -2.140  0.26
H  5.050  -2.165  0.272  -0.22
H  4.291  -1.028  -0.826  -0.23
H  6.616  -1.247  -1.453  0.38
H  5.605  -1.882  -2.731  0.24
H  7.567  -3.297  -2.401  0.43
H  6.098  -4.196  -2.092  0.31
H  7.770  -4.792  -0.450  0.39
H  6.456  -3.977  0.375  0.20
H  9.128  -2.699  -0.423  0.34
H  8.660  -3.214  1.204  0.37
H  7.823  -1.861  0.439  0.24
C  5.119  -0.435  3.078  -0.87
C  4.129  -0.963  4.103  -0.52
C  3.326  0.140  4.797  0.01
C  4.155  1.134  5.620  -0.91
C  5.008  0.514  6.729  -0.45
C  4.189  -0.194  7.797  -1.19
H  5.882  0.198  3.542  0.36
H  5.633  -1.268  2.587  0.16
H  4.608  0.150  2.305  0.20
H  4.656  -1.577  4.841  0.40
H  3.426  -1.633  3.593  0.34
H  2.571  -0.327  5.439  0.36
H  2.768  0.703  4.039  -0.24
H  3.470  1.866  6.067  0.45
H  4.809  1.705  4.952  0.33
H  5.586  1.313  7.209  0.38
H  5.741  -0.181  6.306  0.25
H  3.479  0.494  8.264  0.29
H  4.847  -0.583  8.579  0.38
H  3.631  -1.038  7.384  0.28
C  -9.337  -2.257  3.080  -1.17
C  -8.454  -3.255  2.348  -0.33
C  -7.566  -4.080  3.282  -0.77
C  -6.547  -3.274  4.098  -0.80
C  -5.572  -2.429  3.275  -0.03
C  -4.681  -3.254  2.359  -1.20
H  -8.743  -1.507  3.614  0.28
H  -9.977  -1.726  2.368  0.37
H  -9.984  -2.765  3.804  0.29
H  -7.846  -2.731  1.603  0.24
H  -9.100  -3.943  1.788  0.36
H  -7.042  -4.838  2.689  0.30
H  -8.204  -4.634  3.981  0.38
H  -5.972  -3.974  4.718  0.40
H  -7.076  -2.618  4.797  0.33
H  -4.932  -1.867  3.966  0.20
H  -6.114  -1.683  2.685  0.21
H  -4.096  -3.979  2.934  0.29
H  -3.982  -2.602  1.827  0.32
H  -5.263  -3.796  1.610  0.34

Computed properties:
HOMO-LUMO gap (eV): 8.52
ΔE to the lowest compared entry with this formula, charge and spin (kcal per mole): 97.60
SMILES string: CCOP(=O)(CCCP(CC=O)S(C)(=O)=O)OCC.CCCCCC.CCCCCC.CCCCCC.CCCCCC

---

Repeat the first record exactly.
The molecule C11H19BO3 at a distorted geometry. Source: the OMol25 dataset; level of theory: wB97M-V/def2-TZVPD.

Last column: Mulliken charge in e.
Positions of all 34 atoms, in Å:
B  1.301  0.872  -0.252  0.56
C  2.930  1.106  -0.143  -0.42
C  3.719  0.080  -0.341  -0.48
C  3.212  -1.235  -0.762  -0.07
C  1.956  -1.637  -0.582  -1.23
C  0.908  -0.705  -0.010  1.30
C  -0.445  2.250  -2.788  -1.28
C  0.461  0.858  2.806  -1.32
C  -2.302  -2.663  -0.195  -1.21
C  -0.599  1.940  -1.212  0.10
C  -0.207  -0.242  2.018  -0.10
C  -0.813  -2.464  -0.694  -0.32
O  0.697  1.991  -0.635  -0.64
O  0.690  -1.083  1.296  -0.41
O  -0.547  -1.083  -0.791  -0.39
H  3.430  1.992  0.288  0.36
H  4.842  0.280  -0.426  0.23
H  3.969  -1.998  -1.198  0.27
H  1.566  -2.600  -0.797  0.42
H  -1.448  2.130  -3.307  0.33
H  0.049  3.168  -3.056  0.37
H  0.218  1.555  -3.257  0.35
H  1.445  0.724  3.006  0.35
H  0.471  1.889  2.210  0.20
H  -0.072  0.926  3.675  0.47
H  -2.459  -3.701  -0.215  0.44
H  -2.382  -2.149  0.794  0.21
H  -3.050  -2.124  -0.811  0.28
H  -1.150  0.913  -1.189  0.04
H  -1.159  2.771  -0.794  0.37
H  -1.025  0.175  1.333  0.15
H  -0.700  -0.893  2.700  0.49
H  -0.682  -3.051  -1.767  0.21
H  -0.173  -2.984  -0.022  0.39

Computed properties:
HOMO-LUMO gap (eV): 9.20
ΔE to the lowest compared entry with this formula, charge and spin (kcal per mole): 113.11
SMILES string: CCOB1C=CC=CC1(OCC)OCC

---

- The lowest ΔE to the lowest compared entry with this formula, charge and spin belongs to which entry?
  C26H29BCdF6N10O9S3

---

- Look up the ΔE to the lowest compared entry with this formula, charge and spin of the first one.
  113.11 kcal per mole

---

- What is the ΔE to the lowest compared entry with this formula, charge and spin in the second record?
  20.02 kcal per mole